Formula: C4H10NO
Source: the OMol25 dataset
Level of theory: ωB97M-V with the def2-TZVPD basis set

**Max |F|**: 2.75 eV/A
**Net charge**: 0
**Orbital gap (spin up / spin down)**: 6.6 / 9.1 eV
**Relative energy (zero: lowest compared OMol25 entry of this formula, charge and spin)**: 0.9335 eV
**Spin multiplicity**: 2
**Expectation value of S²**: 0.764

```
16
C4H10NO, DFT ωB97M-V with the def2-TZVPD basis set
C -0.013 0.570 -0.163
C 0.448 -0.819 -0.114
C -0.132 -1.843 0.554
C 1.871 -0.396 -2.040
N 1.467 -1.208 -1.024
H -0.490 0.717 -1.141
H -0.784 0.778 0.576
H 0.711 1.388 -0.167
H 0.427 -2.746 0.828
H -1.058 -1.652 1.086
H 2.784 -0.538 -2.602
H 1.178 0.346 -2.383
H 2.187 -1.864 -0.763
H -3.195 2.327 3.092
H -2.834 2.863 1.872
O -2.570 2.078 2.390
```